[1]
Formula: C40H120O20
Source: OMol25
Level of theory: ωB97M-V/def2-TZVPD

Results
LUMO, Eh: 0.007
Frontier orbital gap, eV: 9.327
Total charge: 0
Max |F|, Eh/bohr: 0.0789
ΔE to the lowest compared entry with this formula, charge and spin, kcal/mol: 54.1
E_HOMO, hartree: -0.3359

Last column: Mulliken charge in e.
Element x y z (Å)
O  -0.7609  4.6757  2.4082  -0.0032
O  2.5775  -3.7302  -2.5786  -0.2718
O  3.5256  -2.0021  1.6736  -0.3495
O  -2.1840  -5.4129  4.6988  -0.4637
O  -0.4130  2.3478  -2.7584  -0.3408
O  -1.4431  2.2434  3.6617  -0.1273
O  -0.8979  6.7904  4.4275  -0.5996
O  -3.1560  -6.5879  -4.0380  -0.5215
O  0.1763  -1.0579  -0.0378  0.0031
O  -5.9261  1.7914  2.2519  -0.4438
O  2.4985  -0.5993  3.8594  -0.0041
O  7.7931  -1.6761  0.6108  -0.5077
O  1.3754  -0.0162  -2.2631  0.1034
O  -2.5920  -3.7447  -3.4009  -0.3439
O  1.8601  -3.3475  -0.0235  -0.1312
O  0.7817  5.0575  -2.0427  -0.1596
O  0.2335  -3.0788  -3.8486  -0.3961
O  3.3091  5.2013  -0.4224  -0.6309
O  1.2160  1.9490  4.0153  0.1874
O  -3.2209  -2.5923  -5.9524  -0.3682
C  5.2830  -3.4671  2.6808  -1.4509
C  -4.6379  -2.4654  -5.9821  0.0541
C  3.3543  -4.6894  -3.3407  -0.4815
C  -0.4270  0.9615  0.8903  0.6395
C  0.1872  -1.9727  -6.1078  -1.3082
C  4.7169  -2.8128  1.4278  0.4768
C  2.7803  -1.3966  5.0565  -0.1257
C  -0.6340  8.5481  2.7203  -0.6815
C  -5.3390  -6.6612  -4.9637  -1.1326
C  1.4384  -4.5526  0.5786  -0.4527
C  -2.2795  0.2411  4.5601  -0.8181
C  -2.1836  1.7404  4.7574  -0.3370
C  -2.7119  1.7639  -3.3436  -1.0632
C  2.5244  4.9358  0.7838  -0.1273
C  -1.7053  -3.7469  6.2666  -0.6799
C  -6.4467  3.4015  0.3769  -0.7590
C  0.5064  -4.2127  1.7455  -0.4845
C  -4.8730  -1.3953  -7.0630  -1.2763
C  3.7354  -4.0037  -4.6943  -0.7662
C  -3.8589  -6.6624  -5.2685  -0.0142
C  0.3036  -0.3420  1.1747  -0.2942
C  -1.0094  4.8779  0.9805  0.8951
C  3.6380  0.2240  -3.1710  -1.3870
C  -3.5376  -3.2186  -1.1976  -1.5798
C  -2.2842  -3.3882  -1.9736  0.4789
C  2.2643  3.4852  1.1347  0.3491
C  -1.2929  1.8897  -3.8005  0.2418
C  -2.4559  -5.0060  5.9927  -0.3124
C  1.3742  7.1904  -2.6997  -1.1415
C  6.7502  0.1501  -0.6590  -0.9637
C  -6.9471  2.3936  1.4525  -0.3357
C  -1.5391  7.8797  3.7038  -0.3704
C  2.7436  0.2501  -1.9049  1.0858
C  0.1740  -1.8314  -4.6014  0.8888
C  1.1405  5.7458  -3.2128  -0.2719
C  2.1051  -0.8445  6.2743  -1.1183
C  1.0665  3.3499  6.0068  -1.1429
C  -2.3835  4.3858  0.5009  -1.5802
C  7.4436  -0.2710  0.6078  -0.4135
C  1.9473  2.6979  4.9606  -0.0119
H  -3.6425  -5.7745  -5.8666  0.0592
H  2.7118  2.0157  5.3781  0.2088
H  0.2691  3.9762  5.5391  0.1381
H  -0.8332  -2.3641  -6.3846  0.1981
H  2.4362  -2.4709  4.9324  0.2040
H  1.6298  3.4945  2.0102  -0.2460
H  -0.8698  0.9878  -4.2628  -0.2055
H  -0.5078  -3.6556  -4.0102  0.0656
H  2.3494  -3.5145  -0.8867  0.1919
H  5.4931  -2.1728  0.9621  -0.1256
H  -1.7446  -3.4920  7.3764  0.3434
H  4.2567  -4.9422  -2.7363  0.3325
H  2.7164  -5.5640  -3.4754  0.3428
H  -2.9461  0.0154  3.7046  0.2310
H  -5.9096  -6.7531  -5.8736  0.3471
H  1.6876  -3.6209  -2.9579  0.0695
H  -4.2093  -1.4794  -7.9437  0.3030
H  -2.1941  -5.8578  6.6963  0.2804
H  2.1510  7.1734  -1.9544  0.2671
H  3.6580  -0.7148  -3.6641  -0.0194
H  -2.2395  -2.8990  5.7506  0.0584
H  -2.4090  3.3056  0.6195  0.1806
H  2.8367  4.7201  -1.1456  0.2793
H  8.0783  -1.8025  -0.3112  0.3276
H  0.9937  -0.8131  6.0896  0.1248
H  1.5895  7.8918  -3.5093  0.3951
H  4.5075  -3.5166  0.6300  0.1367
H  -3.3316  -2.6308  -0.2959  0.3411
H  -4.7076  -0.4200  -6.6097  0.2135
H  0.3800  4.2102  -2.3053  0.1177
H  -5.0853  -3.4574  -6.2805  0.1349
H  -7.7271  2.9371  2.0561  0.2516
H  0.8519  -2.7656  -6.4299  0.2494
H  8.2780  0.4306  0.7574  0.3096
H  -3.5062  -7.2523  -3.4344  0.2838
H  3.8721  -1.4466  5.3093  0.2646
H  -7.1948  4.0578  -0.0776  0.3853
H  -3.0980  4.7689  1.1322  0.5060
H  4.4076  -4.6159  -5.2565  0.4430
H  -2.4226  4.7331  -0.5420  0.4783
H  0.5723  -1.9130  -0.0206  -0.2754
H  -3.5345  -7.4667  -5.9291  0.3204
H  0.2792  -1.0757  -6.6483  0.4532
H  -5.7414  4.1550  0.7893  0.1920
H  -1.8753  8.5329  4.4629  0.4219
H  -3.0043  -2.9560  -5.0939  0.3168
H  -1.4629  0.8128  0.9582  0.6785
H  -7.4458  1.5952  0.9006  0.3011
H  -0.9174  5.9640  0.8689  0.1116
H  2.6164  3.4743  4.5380  0.2615
H  0.2618  5.7957  -3.8501  0.3434
H  -0.8656  6.0026  3.8571  0.3469
H  4.6183  0.4522  -2.7701  0.4735
H  1.9533  5.4152  -3.8249  0.3489
H  2.5977  0.1697  6.4720  0.1875
H  1.8022  1.1661  3.7343  0.0023
H  0.5588  2.5154  6.5021  0.2390
H  5.7787  -2.7081  3.3014  0.2549
H  4.5882  -3.9903  3.2432  0.4596
H  2.3876  -1.3879  7.1323  0.5388
H  2.8123  -1.0299  3.0615  0.1269
H  -2.8547  0.8032  -2.7586  0.1064
H  1.5121  5.4042  0.6316  -0.1004
H  0.8679  -5.0567  -0.1762  0.3731
H  -1.1581  2.6768  -4.6349  0.2431
H  -5.8600  -1.5365  -7.4413  0.4272
H  3.1850  2.9535  1.3683  0.5172
H  0.9280  -3.4886  2.4269  -0.1335
H  -0.5838  1.8379  3.7149  -0.3335
H  -2.8648  2.5386  -2.6855  0.2848
H  1.7475  2.9312  0.2712  -0.5609
H  -1.1609  9.4687  2.2737  0.2849
H  -2.8115  -0.2965  5.3651  0.4309
H  3.1506  -0.5480  -1.2340  -0.5137
H  0.4801  7.5951  -2.1762  0.2437
H  -3.8473  -4.1613  -0.7616  0.3983
H  -1.1401  3.7954  2.6851  0.3553
H  -4.2632  -2.7538  -1.7195  0.4392
H  0.2809  -5.1412  2.3403  0.4409
H  0.9719  -1.1857  -4.1754  -0.2583
H  2.2537  -5.1741  0.8328  0.4564
H  6.1301  -4.1669  2.4385  0.3387
H  5.8149  -0.3352  -0.8658  0.1695
H  -3.5047  -4.7522  6.1575  0.2961
H  -0.7777  -1.3526  -4.2972  -0.0334
H  2.7796  -2.2863  1.0736  0.0279
H  -1.6466  -2.5116  -2.1001  -0.1783
H  2.8095  -3.9338  -5.2937  0.0301
H  -3.1825  2.2222  4.8647  0.3447
H  -5.9915  2.8586  -0.4561  0.1598
H  -5.0509  -2.1057  -5.0286  0.2779
H  -0.2355  1.7645  1.5948  -0.6979
H  6.8815  -0.1871  1.5248  0.2305
H  -0.0494  -0.9554  2.0221  0.2751
H  0.8936  -0.2807  -1.4210  -0.1070
H  0.3276  8.8831  3.0676  0.2859
H  -1.3131  -0.1924  4.3780  0.0178
H  2.8839  1.2624  -1.4597  -0.0314
H  -1.5766  -4.1212  -1.5403  0.2142
H  6.5464  1.1906  -0.8916  0.4734
H  0.1016  1.6719  -2.3183  0.1747
H  -2.4703  7.5984  3.2460  0.2449
H  -0.4184  7.8876  1.8971  0.0444
H  3.0618  5.5537  1.4901  0.5045
H  -0.6566  -3.8028  6.0144  0.2234
H  -5.4642  2.5590  2.6932  0.2586
H  -3.4086  1.6181  -4.1174  0.4607
H  1.5463  3.9709  6.7424  0.4473
H  -5.5304  -7.5382  -4.2915  0.4118
H  7.4704  -0.1177  -1.4285  0.4099
H  -0.4895  -3.8449  1.2938  0.0321
H  -1.5484  2.0102  5.6287  0.1584
H  -0.2835  4.3395  0.4267  -0.5852
H  -0.1970  1.3885  -0.1095  -0.5095
H  -2.7889  -6.0951  4.5034  0.2756
H  1.3315  -0.0700  1.3169  -0.1059
H  3.4537  1.0476  -3.8288  0.4095
H  -5.7115  -5.7852  -4.4267  0.2353
H  4.1045  -3.0077  -4.5286  0.1661
H  -2.9131  -4.6743  -3.4224  0.1189

[2]
Formula: C40H23Cl7N2OPSTi
Source: OMol25
Level of theory: ωB97M-V/def2-TZVPD

Results
LUMO (spin up / spin down), Eh: -0.036 / -0.042
Multiplicity: 2
Frontier orbital gap (spin up / spin down), eV: 5.828 / 6.989
Total charge: 0
Max |F|, Eh/bohr: 0.0177
ΔE to the lowest compared entry with this formula, charge and spin, kcal/mol: 19.1
E_HOMO (spin up / spin down), hartree: -0.2502 / -0.2989

Last column: Löwdin spin population.
Element x y z (Å)
Ti  0.0413  0.2389  -0.2088  0.3861
Cl  -3.7831  -3.5730  2.1955  -0.0001
Cl  -3.9440  1.3354  -3.8698  -0.0003
Cl  0.5748  -2.3384  -2.0409  0.0169
Cl  -0.3558  2.8631  -0.1038  0.0038
Cl  -0.6500  -5.1441  -1.8877  0.0005
Cl  -2.8039  -5.8011  0.2770  0.0001
Cl  -2.6378  -0.7586  2.0628  0.0000
S  -2.0960  0.5111  -1.3884  -0.0024
P  2.0284  -1.2203  0.8303  0.0161
O  0.7776  1.3248  -2.2482  -0.0010
N  -0.4390  3.6926  9.2127  0.0002
N  1.6103  0.5764  -1.3788  0.0472
C  -1.2041  -3.9220  -0.8087  0.0004
C  -1.3850  3.2090  -1.4752  0.0002
C  5.6184  -2.5915  -0.5951  0.0650
C  5.7790  -1.9057  -1.7993  -0.0050
C  0.9861  2.1044  6.4234  -0.0001
C  0.5899  -2.8797  2.4799  -0.0001
C  -2.0352  -1.9203  0.9229  0.0000
C  0.1316  0.7407  1.7651  -0.0003
C  1.2413  -5.2455  1.1837  0.0000
C  3.4669  -1.5129  -0.2632  0.0641
C  1.8116  -4.0462  0.7654  -0.0004
C  0.1638  1.1443  2.9121  0.0213
C  -0.3334  3.2605  8.1522  0.0000
C  -1.0026  -1.6104  0.0264  -0.0002
C  4.3855  1.3119  2.9888  0.0001
C  -0.6650  -2.6441  -0.8453  0.0035
C  4.4774  -2.3842  0.1562  -0.0050
C  -0.2021  2.7181  6.8108  0.0004
C  -1.4254  4.5145  -1.9226  0.0002
C  3.6453  -0.7987  -1.4577  0.0188
C  -3.0172  3.8252  -3.5670  0.0003
C  -2.9495  2.5254  -3.0879  -0.0004
C  0.3574  -5.2631  2.2522  -0.0005
C  -2.2543  4.8242  -2.9864  -0.0002
C  1.5008  -2.8576  1.4187  0.0033
C  -2.5960  -3.1993  1.0021  -0.0001
C  4.3464  -0.7417  4.2296  0.0005
C  3.4246  -1.2699  3.3230  0.0016
C  1.1109  1.5871  5.1457  0.0012
C  2.9904  -0.5164  2.2402  0.0085
C  0.0530  1.6838  4.2412  0.0037
C  -2.1251  2.1595  -2.0152  -0.0005
C  4.8328  0.5437  4.0617  0.0009
C  4.8123  -1.0201  -2.2161  0.0537
C  2.7187  0.1637  -1.9872  0.2702
C  -1.1342  2.3051  4.6388  0.0015
C  -2.1692  -4.2067  0.1445  0.0001
C  -1.2641  2.8175  5.9176  0.0001
C  3.4767  0.7853  2.0871  0.0026
C  0.0312  -4.0762  2.9015  0.0002
H  1.8054  2.0343  7.1266  0.0000
H  4.9437  -0.4718  -3.1426  0.0014
H  -0.0945  -6.1960  2.5685  0.0000
H  0.7229  0.8358  -3.0851  0.0028
H  2.0268  1.1032  4.8379  0.0001
H  2.4723  -4.0419  -0.0918  0.0000
H  -0.6779  -4.0795  3.7215  0.0000
H  -0.8164  5.2708  -1.4447  0.0000
H  1.4787  -6.1635  0.6597  0.0000
H  6.6676  -2.0583  -2.3996  -0.0018
H  6.3829  -3.2750  -0.2461  0.0041
H  -2.1835  3.2959  6.2289  0.0000
H  2.9240  0.5904  -2.9601  0.0164
H  3.0753  -2.2858  3.4545  0.0001
H  5.5517  0.9518  4.7625  0.0000
H  0.2979  -1.9503  2.9606  0.0000
H  4.3665  -2.9032  1.1011  -0.0012
H  4.7536  2.3212  2.8541  0.0000
H  -1.9518  2.3789  3.9335  0.0002
H  3.1432  1.3895  1.2511  0.0011
H  -3.6738  4.0427  -4.3990  0.0000
H  -2.3063  5.8390  -3.3602  0.0000
H  4.6854  -1.3461  5.0630  0.0000

[3]
Formula: C40H27Cl2MnN4O3S
Source: OMol25
Level of theory: ωB97M-V/def2-TZVPD

Results
LUMO (spin up / spin down), Eh: -0.030 / -0.019
Multiplicity: 5
Frontier orbital gap (spin up / spin down), eV: 6.368 / 6.799
Total charge: 0
Max |F|, Eh/bohr: 0.0368
ΔE to the lowest compared entry with this formula, charge and spin, kcal/mol: 21.8
E_HOMO (spin up / spin down), hartree: -0.2638 / -0.2684

Last column: Löwdin spin population.
Element x y z (Å)
Mn  -1.0464  -0.6296  -0.4203  3.9440
Cl  -0.8894  -5.4879  4.1870  0.0001
Cl  -0.9582  -7.0930  1.5120  0.0000
S  0.8122  0.2543  2.2077  0.0042
O  0.7724  -0.2016  0.7825  0.0182
O  -1.7556  -0.5861  3.5222  0.0200
O  -2.3548  -4.1893  -2.2942  0.0171
N  -1.5632  -2.5519  -0.8689  -0.0015
N  -1.6893  -1.2749  1.3033  -0.0044
N  -2.4467  -0.6710  -2.5334  0.0339
N  -2.2658  1.1435  0.4533  0.0253
C  -2.7720  -1.2360  -5.2509  0.0003
C  0.4770  1.0244  -2.5535  -0.0107
C  -2.5322  -2.2484  -4.3413  0.0009
C  3.1133  -1.3191  2.2294  0.0000
C  1.4487  2.4836  -4.2564  0.0024
C  -2.2342  2.0267  2.6867  0.0012
C  -1.2758  -4.7271  0.2777  0.0006
C  4.0670  -2.0895  2.8742  0.0000
C  1.6566  1.8484  2.0848  0.0015
C  1.5762  -1.1854  -3.8184  -0.0056
C  2.0427  -0.8953  4.3513  0.0001
C  -2.7162  0.2901  -3.4124  0.0035
C  -1.8341  -0.4019  2.3055  0.0131
C  2.4425  3.6063  0.6755  0.0000
C  2.5041  4.4455  1.7759  0.0000
C  0.7860  -1.3390  -2.6665  0.0054
C  -1.1303  -4.6644  2.6869  0.0010
C  2.1232  -0.7163  2.9814  0.0002
C  -2.8705  0.0619  -4.7706  0.0016
C  -2.3590  -1.9242  -3.0019  0.0021
C  4.0225  -2.2438  4.2505  -0.0001
C  0.2355  3.4406  -2.4308  0.0047
C  3.0075  -1.6550  4.9899  0.0000
C  -2.1181  0.9796  1.7793  0.0039
C  -2.0856  -3.0281  -2.0186  0.0090
C  2.0233  2.2975  0.8306  0.0000
C  0.0226  2.1959  -1.9104  -0.0021
C  -2.6458  2.3503  0.0263  0.0048
C  0.9452  3.5887  -3.6310  -0.0027
C  -2.8095  3.4376  0.8664  0.0020
C  -1.1322  -5.3796  1.4906  0.0007
C  -1.3153  -3.2932  2.6913  0.0004
C  -1.4732  -2.6197  1.4826  0.0032
C  0.1912  -0.2711  -2.0189  -0.1185
C  1.7855  0.0473  -4.3666  0.0173
C  -2.5675  3.2844  2.2269  0.0013
C  1.7247  2.6728  3.1950  0.0003
C  -1.4291  -3.3450  0.2562  0.0031
C  2.1676  3.9750  3.0363  0.0001
C  1.2380  1.1857  -3.7441  -0.0045
H  2.9630  -1.7985  6.0586  0.0000
H  2.8131  5.4722  1.6500  0.0000
H  1.1076  4.5770  -4.0400  -0.0003
H  3.1188  -1.1913  1.1581  0.0000
H  -3.0722  0.8857  -5.4376  0.0002
H  1.4296  2.2980  4.1642  0.0000
H  -2.8143  1.2935  -3.0190  0.0002
H  2.2318  4.6313  3.8919  0.0000
H  4.8444  -2.5745  2.3033  0.0000
H  -2.6545  4.1243  2.8993  0.0000
H  -2.0716  1.8071  3.7308  0.0002
H  -0.4784  2.0799  -0.9577  0.0012
H  2.3797  0.1647  -5.2623  0.0008
H  -0.1325  4.3167  -1.9153  0.0004
H  4.7738  -2.8385  4.7480  0.0000
H  -2.8199  2.4493  -1.0378  0.0003
H  0.6389  -2.3508  -2.2997  -0.0003
H  2.7031  3.9715  -0.3061  0.0000
H  2.0075  -2.0638  -4.2773  -0.0011
H  -2.4686  -3.2868  -4.6296  0.0002
H  -2.8885  -1.4496  -6.3028  0.0000
H  2.0301  2.5867  -5.1606  -0.0001
H  -3.1132  4.3908  0.4646  0.0002
H  1.2212  -0.4566  4.8986  0.0001
H  1.9557  1.6256  -0.0113  0.0000
H  -1.2757  -5.2873  -0.6426  0.0001
H  -1.3449  -2.7491  3.6224  0.0002